[1]
The following is a DFT calculation (wB97M-V/def2-TZVPD) of C48H50Cl3Ge3O4S7SbSeSn as an isolated structure in a non-equilibrium geometry.

Calculated values
- E_HOMO: -2.42 eV
- Molar mass: 1559.01 g mol⁻¹
- LUMO energy: 3.7 eV
- F_max: 1.2 eV Å⁻¹
- Relative energy (zero: lowest compared OMol25 entry of this formula, charge and spin): 0.0 kcal/mol
- Kohn-Sham gap: 6.128 eV
- Total charge: -2
- Multiplicity: 1

The geometry in XYZ format:
```
118
Properties=species:S:1:pos:R:3:forces:R:3
Sn 0.294329 -3.456095 -2.659546 -0.447 -0.360 0.501
C 2.119954 1.693429 -4.946601 0.147 -0.118 0.282
C 2.589025 1.753662 -3.517600 0.087 0.053 -0.097
C 3.487767 0.818379 -3.020285 -0.014 -0.015 -0.004
C 3.855582 0.801355 -1.680909 0.061 -0.053 -0.042
C 4.872572 -0.197360 -1.185637 -0.044 0.075 -0.005
C 3.280204 1.733332 -0.810653 0.079 0.119 0.094
C 2.427166 2.724977 -1.301374 0.188 0.189 -0.001
C 1.816280 3.766794 -0.396544 0.015 -0.062 -0.018
C 2.104222 2.725433 -2.651807 0.099 0.129 -0.019
C 3.579541 1.635361 0.650003 -0.180 -0.219 0.071
C 4.592588 2.424922 1.184308 -0.008 0.015 -0.013
C 4.950515 2.313926 2.516037 0.044 0.034 0.024
C 4.312216 1.388400 3.323357 -0.010 0.019 0.047
C 3.290513 0.588957 2.822109 -0.070 -0.056 -0.267
C 2.890704 0.722533 1.476616 0.266 0.204 0.196
Ge 1.432062 -0.388216 0.739134 0.114 -0.121 -0.094
S 2.431404 -2.424052 -1.750959 -0.006 -0.068 0.042
S -0.454005 -0.644210 1.861977 -0.117 0.039 0.386
Ge -1.338543 -0.504422 -0.249874 0.030 -0.190 0.327
S -1.667404 -2.463075 -1.072304 -0.008 0.005 -0.223
S 0.476010 0.516995 -1.036790 -0.195 -0.116 -0.251
C -2.956027 0.631348 -0.177782 -0.339 0.160 0.035
C -3.296341 1.430306 -1.288305 0.039 -0.125 0.115
C -4.457600 2.201253 -1.274508 0.006 0.004 -0.078
C -5.304841 2.201226 -0.186778 -0.070 0.042 0.020
C -4.983988 1.423415 0.907010 -0.061 0.000 0.035
C -3.830190 0.642321 0.932821 0.069 -0.099 -0.199
C -3.677086 -0.134545 2.206216 0.160 0.078 -0.072
C -4.099614 -1.457490 2.301326 -0.037 -0.106 0.025
C -4.589501 -2.233325 1.104909 0.102 0.003 0.054
C -4.088892 -2.078641 3.554099 -0.029 0.009 -0.042
C -3.703870 -1.408509 4.700867 0.008 -0.022 0.018
C -3.782657 -2.064779 6.055924 0.020 0.002 -0.071
C -3.278949 -0.087261 4.579916 0.005 -0.037 0.058
C -3.256209 0.555244 3.355627 0.084 0.040 -0.045
C -2.762677 1.974749 3.255689 0.039 -0.044 -0.028
C -2.484334 1.583397 -2.538074 0.075 0.076 0.110
C -2.700702 0.774717 -3.652641 -0.010 -0.058 0.001
C -3.563353 -0.460495 -3.607487 0.055 0.040 0.011
C -2.103816 1.127609 -4.861173 0.066 -0.119 -0.034
C -1.281550 2.232474 -4.982047 -0.016 0.067 -0.065
C -0.635247 2.579944 -6.296089 -0.147 -0.132 -0.162
C -1.049759 3.004603 -3.847444 -0.053 0.043 -0.058
C -1.649153 2.708796 -2.635476 -0.033 0.032 0.076
C -1.436471 3.614497 -1.448237 -0.163 -0.043 -0.129
C 2.693379 -0.450108 3.714225 -0.013 0.132 -0.038
C 3.241093 -1.733798 3.737287 0.050 -0.055 -0.066
C 4.488881 -2.099658 2.969537 -0.085 0.011 0.027
C 2.629989 -2.710100 4.519242 -0.026 -0.022 -0.063
C 1.510075 -2.434914 5.282535 -0.040 -0.043 0.071
C 0.819523 -3.539518 6.040426 0.053 0.084 -0.035
C 1.030740 -1.127405 5.308565 -0.039 -0.030 -0.022
C 1.605819 -0.128403 4.539689 -0.032 0.007 -0.065
C 1.044883 1.271112 4.563760 -0.001 -0.081 -0.047
H 2.758975 1.047862 -5.548520 0.025 -0.003 -0.026
H 2.094887 2.686717 -5.400117 0.036 -0.003 0.042
H 1.109314 1.278468 -4.989181 0.276 -0.105 0.232
H 3.884354 0.056808 -3.683099 -0.002 0.001 -0.001
H 5.250910 -0.796134 -2.012563 -0.004 0.004 0.006
H 4.446568 -0.885969 -0.454209 0.002 0.008 0.019
H 5.709235 0.312542 -0.700229 0.014 0.008 -0.018
H 1.966711 3.531864 0.655969 0.013 0.002 0.011
H 0.744011 3.836795 -0.575005 0.344 0.016 0.096
H 2.252892 4.750997 -0.588340 0.025 0.014 0.011
H 1.406152 3.470089 -3.025760 0.165 -0.077 0.074
H 5.104174 3.125751 0.534186 -0.004 -0.014 -0.010
H 5.743592 2.932815 2.918997 0.005 -0.001 0.006
H 4.610846 1.263681 4.358313 -0.006 0.003 0.004
H -4.684437 2.805036 -2.146103 0.016 -0.005 -0.007
H -6.206669 2.802215 -0.189686 -0.008 -0.012 -0.006
H -5.639173 1.399691 1.771154 0.017 0.007 0.005
H -4.972317 -1.577050 0.323496 -0.005 -0.009 0.013
H -5.378065 -2.926726 1.401269 -0.010 0.004 -0.005
H -3.775094 -2.814207 0.663950 -0.029 0.033 -0.002
H -4.411542 -3.112959 3.624374 -0.006 0.010 -0.003
H -3.887744 -3.145808 5.964837 0.004 -0.001 -0.005
H -4.642785 -1.689128 6.617023 0.007 -0.013 0.000
H -2.891124 -1.860002 6.649468 0.042 0.006 0.003
H -2.958540 0.453165 5.466239 0.017 -0.007 -0.007
H -2.434844 2.337551 4.230107 0.002 -0.001 0.011
H -3.534169 2.645754 2.873109 0.013 0.002 0.012
H -1.915129 2.027180 2.566653 -0.013 0.002 0.006
H -4.012120 -0.620480 -2.628461 0.003 0.016 -0.009
H -2.952074 -1.336956 -3.830017 0.011 0.006 -0.004
H -4.359653 -0.400020 -4.353481 0.000 -0.002 -0.002
H -2.268780 0.494892 -5.727457 0.010 0.002 0.020
H -1.239215 2.228884 -7.133202 -0.073 0.056 0.004
H 0.334692 2.088027 -6.387536 -0.306 0.176 -0.215
H -0.493221 3.658679 -6.390687 0.041 -0.013 -0.010
H -0.394223 3.868649 -3.915656 -0.136 0.005 -0.052
H -0.739462 4.414370 -1.702120 -0.114 0.001 -0.040
H -1.028436 3.059513 -0.601367 -0.108 -0.052 -0.006
H -2.375951 4.065566 -1.118784 0.005 0.007 -0.012
H 4.653443 -1.452375 2.109796 -0.006 -0.017 -0.006
H 4.419688 -3.128188 2.614882 0.008 0.012 -0.012
H 5.364371 -2.022465 3.621854 -0.001 0.021 -0.006
H 3.012008 -3.722431 4.486499 -0.006 -0.062 -0.044
H 1.218101 -4.508840 5.742329 -0.019 0.005 0.020
H -0.247195 -3.540438 5.816648 -0.068 -0.001 0.008
H 0.937868 -3.418402 7.121106 -0.001 -0.009 -0.013
H 0.155712 -0.889092 5.905127 -0.024 -0.008 0.018
H 0.230762 1.340910 5.285753 0.000 0.007 0.011
H 0.645940 1.544629 3.584385 0.004 0.004 -0.019
H 1.811500 2.004552 4.823816 -0.008 0.001 0.006
S 1.537473 -5.872253 2.450241 -0.148 0.216 -0.075
Sb 0.260049 -4.496287 1.150481 0.204 -0.284 0.094
S 2.276830 -2.471349 0.307919 -0.028 0.245 -0.084
S 0.435979 -5.468873 -1.013372 0.060 0.247 -0.006
Cl -0.470088 -5.917139 -7.735349 0.108 0.070 0.065
Ge 0.900361 -4.615398 -6.655273 -0.168 0.202 0.304
Cl 1.672902 -5.898554 -5.137492 -0.037 0.125 -0.136
Cl 2.367682 -4.124520 -8.131545 -0.118 -0.096 0.065
O 2.022262 -2.755692 -5.337646 -0.756 0.287 -0.391
Se 0.664692 -1.902028 -5.764260 0.692 1.020 -0.127
O 0.813507 -1.061870 -7.156541 -0.221 -0.533 1.074
O -0.284461 -3.346373 -6.190394 0.265 -0.092 -0.269
O -0.056188 -1.094734 -4.542817 0.330 -0.747 -0.887
```
Forces are in eV/Å.

[2]
The following is a DFT calculation (wB97M-V/def2-TZVPD) of C48H52LuN3O6P2S4 as an isolated structure in a non-equilibrium geometry.

Calculated values
- E_HOMO: 0.28 eV
- Molar mass: 1132.14 g mol⁻¹
- LUMO energy: 2.8 eV
- F_max: 3.1 eV Å⁻¹
- Relative energy (zero: lowest compared OMol25 entry of this formula, charge and spin): 0.0 kcal/mol
- Kohn-Sham gap: 2.518 eV
- Total charge: -2
- Multiplicity: 1

The geometry in XYZ format:
```
116
Properties=species:S:1:pos:R:3:forces:R:3
Lu 0.112039 -0.888537 0.474737 0.901 -0.383 2.767
N -1.922033 -0.179994 1.611721 -0.945 -0.124 -0.704
C -2.529423 -1.212391 2.490442 0.149 -0.598 -0.630
C -1.701563 -2.483708 2.665132 0.808 -0.266 0.184
O -2.176204 -3.346175 3.447046 0.550 0.443 -0.799
N -0.560232 -2.499528 1.954339 -0.749 -0.175 0.342
C 0.322222 -3.648641 2.111319 0.192 0.325 -0.641
C 1.249538 -3.743864 0.843562 -0.580 1.147 -0.009
O 1.802217 -4.779524 0.531105 0.105 -0.286 0.030
O 1.353012 -2.617586 0.135076 -0.355 -1.004 0.212
H -2.005360 0.743198 2.056447 0.081 0.088 -0.157
H -2.489509 -0.135609 0.746806 0.270 0.196 0.760
H -3.458618 -1.601463 2.081112 -0.363 0.265 -0.194
H -2.768952 -0.837982 3.470195 0.041 0.342 0.293
H -0.271761 -4.565272 2.208069 0.327 -0.044 0.009
H 0.974132 -3.551260 3.009736 -0.309 -0.024 -0.423
S -2.437761 3.458723 2.757678 -2.452 -0.351 -0.758
S -0.525710 3.557772 3.159407 2.378 0.082 0.735
S 0.280868 5.474129 2.779462 -1.630 -0.029 1.630
S 1.560494 5.263211 1.323670 1.529 -0.118 -2.156
O -0.254709 0.780092 -0.890089 -1.159 1.143 -2.640
P -0.909439 1.216636 -2.222278 0.473 0.071 2.727
C -1.315585 -0.255702 -3.179670 -0.614 0.297 -1.343
P -2.133116 -1.585119 -2.258674 1.193 -0.983 1.787
O -1.599615 -1.677994 -0.831146 -0.791 -0.085 -2.069
C -1.722332 -3.073426 -3.184946 -0.086 0.295 -1.016
C -0.689658 -3.849839 -2.727855 0.574 0.084 0.909
C -0.351319 -5.011481 -3.387558 1.126 -1.431 0.320
C -0.941653 -5.393716 -4.568145 -0.803 0.900 -0.776
C -1.905114 -4.522296 -5.128454 0.501 -0.505 0.420
C -2.302183 -3.401284 -4.427379 0.134 -0.080 0.662
C -3.912208 -1.538493 -2.217450 -0.465 0.353 0.163
C -4.748918 -0.898184 -3.111813 0.896 0.302 -0.481
C -6.104696 -0.833704 -2.860394 -0.828 0.571 -0.964
C -6.670748 -1.460830 -1.770733 0.557 -0.391 0.414
C -5.838344 -2.191961 -0.914686 -0.592 0.303 0.243
C -4.477917 -2.188669 -1.123583 0.617 -0.661 0.269
C 0.074459 2.373106 -3.159373 0.668 -0.628 -0.206
C 0.391564 3.561327 -2.479573 -0.973 -0.566 0.117
C 0.798551 4.649641 -3.233011 0.073 -0.064 1.119
C 1.078187 4.518012 -4.572919 0.029 -0.359 -0.391
C 0.941395 3.273980 -5.198940 0.037 -0.201 -0.159
C 0.428757 2.169039 -4.499007 -0.110 0.780 -0.320
C -2.456801 2.096134 -1.963899 -0.656 0.065 0.204
C -2.776430 2.535138 -0.671601 0.120 -0.291 -0.147
C -3.992963 3.176503 -0.429981 -0.331 -0.220 0.614
C -4.928037 3.279763 -1.445635 0.020 0.448 -0.017
C -4.614092 2.879829 -2.731201 0.377 -0.549 -1.263
C -3.368186 2.319915 -3.015892 0.307 0.165 0.195
H -0.359297 -0.648815 -3.555744 -0.307 -0.162 0.023
H -1.979044 -0.009243 -4.050801 0.702 -0.071 0.518
H -0.109439 -3.574950 -1.845139 -0.280 -0.054 0.052
H 0.416019 -5.655105 -2.929767 -0.331 0.405 -0.270
H -0.673430 -6.295748 -5.115369 0.068 0.144 0.309
H -2.328155 -4.747950 -6.095237 -0.179 -0.003 -0.055
H -3.091705 -2.785942 -4.796655 -0.472 0.348 -0.382
H -4.271916 -0.444190 -3.988665 -0.602 0.117 0.264
H -6.758912 -0.266654 -3.537767 0.388 -0.267 0.255
H -7.732916 -1.376361 -1.591655 -0.026 -0.064 0.052
H -6.233036 -2.698125 -0.033659 0.024 0.089 -0.292
H -3.812385 -2.747290 -0.465799 -0.210 0.244 0.123
H 0.199582 3.618192 -1.388179 0.195 0.343 -0.646
H 0.878845 5.588142 -2.707004 0.276 0.194 -0.038
H 1.426164 5.405557 -5.092179 -0.054 -0.263 -0.261
H 1.207061 3.163057 -6.251370 -0.027 0.025 0.268
H 0.286979 1.208680 -5.028039 -0.029 0.640 0.442
H -2.088280 2.356395 0.152756 -0.100 0.296 0.129
H -4.251015 3.526742 0.584594 0.569 -0.232 -0.537
H -5.882207 3.762346 -1.265537 -0.009 -0.140 0.108
H -5.322483 2.954723 -3.569181 0.210 0.223 0.524
H -3.058851 2.135760 -4.054790 -0.321 -0.142 0.389
O 2.707956 -0.613655 -5.091650 0.041 0.128 0.363
C 2.790336 -0.236555 -4.029629 -0.035 -0.138 -0.311
C -1.384760 -1.016246 5.767240 -0.303 -0.008 0.103
C -0.017624 -0.751303 5.272427 1.538 0.753 -1.157
C 1.097223 -0.924150 6.124089 -0.261 -0.254 -1.368
C 2.384960 -0.912958 5.571148 -1.038 0.391 -0.558
C 3.581692 -1.168268 6.408345 0.115 -0.354 0.753
C 2.580505 -0.649484 4.206418 -0.462 -0.180 0.026
C 1.503107 -0.328475 3.323374 -0.266 -0.209 1.874
C 0.204152 -0.343840 3.955337 0.778 -0.050 -0.246
N 1.589085 -0.050298 2.005356 0.100 -0.019 -2.467
C 2.869852 0.472850 1.374214 -1.379 0.074 1.505
C 3.978878 -0.605235 1.171023 -0.221 0.154 0.658
C 5.268082 0.092612 0.742112 0.286 0.402 -0.066
C 5.009873 0.666187 -0.648948 0.137 0.984 0.123
C 3.931445 1.745010 -0.526436 -1.531 -0.864 -0.699
C 4.330550 2.849779 0.420269 0.535 0.080 -0.776
C 4.561483 2.282515 1.794113 0.607 0.581 1.103
C 5.667618 1.224967 1.770207 -0.577 -0.683 -1.340
C 3.262522 1.654701 2.292449 0.473 0.495 -0.743
C 2.602962 1.118388 -0.017675 0.173 -0.286 0.467
H -1.264719 -1.271315 6.804202 -0.385 -0.432 0.634
H -1.849845 -1.838699 5.203615 0.093 0.180 0.379
H -2.023965 -0.143091 5.738874 -0.231 0.323 -0.219
H 0.869240 -1.113337 7.156969 0.382 -0.249 0.453
H 3.317268 -1.752924 7.311546 0.198 0.330 -0.340
H 4.043897 -0.225978 6.711963 0.135 -0.065 0.095
H 4.294427 -1.745320 5.827066 0.326 -0.053 0.052
H 3.591880 -0.721616 3.810430 -0.217 0.058 0.242
H -0.606097 0.013013 3.324057 0.213 -0.272 0.473
H 3.630539 -1.330622 0.424282 0.076 0.196 -0.100
H 4.163607 -1.225237 2.061520 -0.204 0.425 -0.090
H 6.072435 -0.632203 0.646751 0.253 -0.233 0.210
H 4.739456 -0.117122 -1.352727 -0.287 -0.235 -0.028
H 5.898700 1.137119 -1.069436 0.372 0.090 0.057
H 3.654149 2.168504 -1.502593 0.440 0.037 -0.078
H 3.538650 3.580120 0.457564 -0.321 0.423 0.138
H 5.212332 3.332986 -0.023621 0.155 0.099 0.336
H 4.913497 3.099454 2.475769 -0.527 -0.465 -0.378
H 5.805997 0.750996 2.735825 0.034 0.042 0.369
H 6.598018 1.720462 1.475026 0.157 -0.243 -0.070
H 2.430664 2.393068 2.300643 0.456 -0.428 -0.068
H 3.425016 1.316756 3.297335 -0.076 -0.143 0.484
H 2.224464 0.374943 -0.740713 0.314 -0.156 -0.060
H 1.832663 1.902326 0.015860 0.203 -0.143 0.423
```
Forces are in eV/Å.